81
Properties=species:S:1:pos:R:3:forces:R:3 method="wB97M-V/def2-TZVPD" relative_energy_ev=12.2433
N 1.797190 -1.445144 5.059564 2.8 0.5 -0.9
C 1.633011 -0.114964 4.859699 0.7 -0.9 -0.7
C 1.896948 0.487062 3.631244 1.7 -1.8 -1.3
C 2.519351 -0.346019 2.656779 0.0 1.5 1.6
C 2.782064 -1.704743 2.904965 1.3 2.5 -4.0
C 2.412511 -2.189071 4.036642 -2.3 -0.5 6.8
H 1.068642 0.424598 5.605865 0.2 0.0 0.4
H 1.645082 1.484085 3.301234 0.0 0.2 0.6
H 2.784092 0.104039 1.711381 -0.2 -0.1 0.8
H 3.231253 -2.367640 2.180270 0.2 0.3 -0.2
H 2.587227 -3.213037 4.332229 -0.1 -0.2 -0.1
N 1.075477 -0.719970 -0.919812 -6.1 4.3 -2.0
C 0.382815 -0.018000 -1.909591 2.8 -2.1 1.0
C -0.393390 1.030347 -1.641391 -0.7 0.8 0.9
C -0.512941 1.399624 -0.290247 -0.2 0.2 0.2
C 0.111888 0.719376 0.744799 -0.9 -0.3 -2.0
C 0.806620 -0.453538 0.340988 -1.6 3.1 -1.7
H 0.656543 -0.321014 -2.909409 -0.2 -0.2 -0.2
H -0.915105 1.548064 -2.432721 0.4 -0.1 0.3
H -1.188943 2.209907 -0.060333 0.7 0.1 0.2
H -0.099213 1.029516 1.757559 0.2 -0.2 0.0
H 1.330909 -1.090635 1.037842 0.2 0.7 -1.5
N 6.022676 -1.187565 0.092728 -0.6 0.9 -0.7
C 5.415830 0.028697 0.115324 -1.0 -1.7 0.5
C 4.027466 0.098613 0.135090 1.2 1.4 -0.6
C 3.213762 -0.984266 0.015673 2.6 -0.5 -0.3
C 3.831541 -2.182378 -0.247378 1.8 -0.9 0.8
C 5.214214 -2.240143 -0.164149 0.9 0.8 0.4
H 5.925001 0.975759 0.216465 0.8 -0.3 0.0
H 3.578561 1.079595 0.185621 -0.1 0.3 0.1
H 2.150850 -0.797153 -0.024430 4.9 -1.2 0.1
H 3.294671 -3.068296 -0.552825 0.5 -0.2 0.8
H 5.751087 -3.167479 -0.299127 -0.1 -0.2 0.0
C 0.050457 4.391264 -0.992405 0.4 0.1 -0.4
O 1.148273 5.196768 -0.695164 1.0 1.4 0.5
H -0.886528 4.844594 -0.668891 -0.1 -0.4 0.5
H -0.024144 4.348065 -2.078994 -0.1 -0.6 -0.2
H 0.345506 3.448875 -0.530936 -0.9 0.0 -0.4
H 0.861230 6.048690 -0.358355 0.1 0.0 -0.1
C -3.261854 1.890978 0.382009 -0.9 -2.3 -0.4
O -2.926277 2.987780 1.114119 0.8 1.6 0.9
H -4.340528 1.746278 0.442050 -0.3 -0.2 -0.5
H -2.865212 1.961240 -0.630831 -0.9 0.2 1.4
H -2.837536 0.959674 0.757131 0.2 0.2 0.6
H -3.151041 3.708727 0.521404 0.1 0.6 0.4
F 3.246255 -2.240732 -3.739531 -0.4 -0.4 0.4
C 2.113891 -2.820264 -3.228933 0.0 0.5 0.2
C 1.294991 -3.530209 -4.070836 1.5 -0.7 -1.4
C 0.177275 -4.095125 -3.585597 -2.2 0.6 0.8
C -0.271585 -3.760957 -2.304041 0.9 -0.9 1.4
C 0.568161 -3.071268 -1.403356 -0.4 -1.4 -1.9
C 1.777637 -2.593382 -1.912924 0.5 -0.6 -1.3
H 1.574446 -3.817294 -5.073785 0.3 0.5 -0.2
H -0.487838 -4.635780 -4.242649 0.1 -0.2 0.0
H -1.159436 -4.262940 -1.948898 -0.3 0.3 0.1
H 0.300705 -2.888239 -0.373127 -0.2 -0.1 -0.1
H 2.439932 -1.944865 -1.358687 -1.0 -1.2 -1.5
F 0.271045 -1.117873 2.102313 -3.7 -2.9 4.7
C -0.751177 -1.612421 2.851430 0.0 0.0 3.1
C -0.695807 -1.510939 4.249613 -1.9 -0.7 0.7
C -1.784557 -1.979218 5.068535 0.5 -0.3 -2.4
C -2.944321 -2.537305 4.435129 1.1 2.8 0.3
C -2.971660 -2.418772 3.049010 0.1 -2.2 -0.6
C -1.841512 -2.181000 2.287589 0.2 1.0 -1.2
H 0.192796 -1.143873 4.741600 -2.0 -0.5 -0.5
H -1.677028 -1.884052 6.138953 -0.1 -0.1 0.1
H -3.862473 -2.628036 4.996533 0.0 -0.6 0.1
H -3.755274 -2.799819 2.410906 -0.7 0.0 0.5
H -1.803806 -2.255128 1.210805 -0.6 -0.2 -0.2
F -6.512062 3.833105 -3.149021 1.9 -1.2 -0.2
C -5.211285 3.344893 -3.325989 1.2 0.7 0.6
C -4.405425 3.951880 -4.319884 -2.0 0.3 0.8
C -3.052727 3.732819 -4.388460 -1.3 -0.1 -1.4
C -2.527673 2.735037 -3.634344 2.1 -1.1 1.7
C -3.180538 2.154935 -2.547677 -2.5 0.9 -2.5
C -4.557099 2.487880 -2.407652 0.1 0.6 0.2
H -4.885267 4.651262 -4.988487 0.0 0.1 0.0
H -2.542263 4.243713 -5.191464 0.5 -0.1 0.2
H -1.494671 2.454032 -3.776942 0.2 0.2 -0.3
H -2.786422 1.431023 -1.849808 0.2 -0.1 -1.4
H -4.945263 2.167754 -1.452011 -0.9 0.0 -0.4

=====

27
Properties=species:S:1:pos:R:3:forces:R:3 method="wB97M-V/def2-TZVPD" relative_energy_ev=6.4391 charge=+1
C 1.697725 -2.008172 0.457335 0.0 -2.5 2.2
C 2.337052 -1.020698 1.296561 0.6 -0.5 -0.7
C 1.212639 -1.893557 -0.773670 -0.2 2.5 0.6
C 2.637717 0.206124 0.971100 0.0 5.3 -0.4
C 1.240702 -0.445589 -1.298996 -1.3 -0.9 -2.9
C 1.005394 2.652297 -1.077980 1.2 -1.6 -1.5
C 0.385121 0.487780 -0.546579 -1.2 -1.3 1.9
C -2.033430 -0.094324 -0.420898 0.0 -2.7 -1.3
C -3.204466 -0.038078 0.647095 -0.3 1.5 -2.2
N -0.710416 -0.005724 0.313811 0.0 -0.7 1.0
O 2.815378 1.375846 0.829757 -0.1 -3.4 0.4
O 0.283278 1.762610 -0.541679 -0.6 0.2 1.0
O -2.778778 0.975366 1.501429 -1.2 2.4 3.1
H 1.709214 -2.932730 1.138573 -0.4 0.7 -2.0
H 3.079787 -1.430972 1.941765 0.3 -0.2 0.9
H 0.697169 -2.636289 -1.306782 -0.3 -1.0 -0.5
H 2.250434 -0.161081 -1.302942 1.7 0.8 0.3
H 1.035864 -0.357467 -2.437737 -0.1 -0.5 1.4
H 0.786632 3.617016 -0.843013 -0.5 2.4 0.5
H 1.710237 2.276451 -1.774217 0.9 0.3 -0.5
H -2.081837 0.547369 -1.353499 0.1 0.0 1.8
H -1.837726 -1.130722 -0.882247 -1.4 1.2 0.5
H -4.205784 0.262654 0.190845 1.3 -0.9 0.3
H -3.223040 -0.959048 1.162400 -0.5 -1.3 0.5
H -0.412859 -0.959725 0.715212 -0.6 1.4 -1.0
H -0.942568 0.545818 1.182803 0.7 0.2 -0.9
H -3.453437 1.364848 2.211552 1.9 -1.7 -2.6